The following is a quantum chemistry calculation of C14H22BrNO2 as an isolated structure, from the Open Molecules 2025 dataset.

Positions of all 40 atoms, in Å:
C (-1.216, 2.442, 0.770)
H (3.624, 0.615, -2.281)
H (-0.121, -3.161, 2.683)
C (1.141, -1.133, -3.036)
H (0.104, -2.078, -4.827)
H (1.688, -0.732, 3.790)
C (-0.075, -1.124, -4.133)
H (2.044, -2.638, 3.888)
H (-1.185, 3.600, 1.054)
H (-2.281, -0.409, 2.836)
H (-0.673, -1.745, 3.948)
C (0.150, 2.003, -0.090)
C (-0.446, -1.142, 1.674)
H (2.204, -1.664, 2.237)
Br (-3.729, 2.169, 1.495)
C (2.703, 2.217, -0.701)
C (-1.148, 1.494, 2.146)
H (-0.815, -1.857, 0.794)
H (1.565, 3.535, 0.757)
N (1.490, 2.709, 0.089)
O (-2.614, -0.700, -4.152)
C (2.626, 0.926, -1.755)
H (-2.195, 2.160, 0.194)
H (-2.385, -0.124, 0.975)
C (1.170, 0.140, -2.006)
H (1.052, -2.110, -2.359)
H (-2.632, -1.453, -1.806)
C (-1.643, -0.048, 1.902)
H (-1.699, 2.003, 3.062)
H (2.189, -1.164, -3.581)
H (3.721, 2.811, -0.512)
C (1.598, -1.769, 3.240)
H (0.551, -0.643, 1.249)
C (-0.097, 0.725, -1.136)
H (0.036, -0.194, -4.872)
H (0.000, 1.452, 2.463)
C (-0.031, -2.014, 2.998)
C (-1.582, -1.303, -3.510)
H (-1.159, 0.235, -1.221)
O (-1.928, -2.031, -2.267)

The max |F| is 0.1703 hartree/bohr. The total charge is 0. For the HOMO energy, the calculation gives -0.243 hartree. As for the gap between HOMO and LUMO: 4.6 eV.

---

The following is a quantum chemistry calculation of a 5-piece molecular cluster, C14H22F10N6O2S2 overall, from the Open Molecules 2025 dataset.

Positions of all 56 atoms, in Å:
F (2.262, 0.333, -0.034)
H (-1.021, -0.516, 5.059)
C (-4.183, -2.025, -1.846)
S (1.232, -0.584, -3.130)
O (3.787, 4.997, -2.788)
H (-4.958, -2.754, -1.616)
C (-1.485, -0.833, 4.127)
C (0.998, 0.577, -0.411)
H (-0.437, -3.931, 8.055)
H (-1.125, 5.326, -4.016)
C (-0.197, -4.746, 3.692)
C (-0.999, 4.305, -4.380)
S (3.525, 3.636, -3.093)
F (0.028, -1.512, -3.595)
N (2.000, 3.137, -2.653)
F (0.743, -1.712, -0.809)
H (-3.733, -1.677, -0.918)
O (4.434, 2.607, -2.726)
H (-1.394, 4.262, -5.396)
C (0.512, -0.540, -1.383)
F (0.375, 0.708, -3.479)
C (-2.158, 0.298, 3.501)
H (-0.042, 2.132, -1.517)
F (2.451, 0.314, -2.677)
N (1.800, -4.974, 6.116)
F (1.788, -0.580, -4.601)
H (-1.593, 3.616, -3.774)
H (0.626, 2.891, -4.709)
F (-0.804, -0.400, -1.503)
H (0.303, 4.165, -2.343)
N (-2.673, 1.189, 2.989)
H (0.269, -3.947, 3.117)
C (0.755, 2.040, -0.777)
C (-4.757, -0.897, -2.570)
C (0.598, -4.175, 8.287)
N (1.042, 4.134, -3.034)
H (-2.189, -1.634, 4.334)
H (-0.712, -1.209, 3.457)
H (1.006, 4.565, -5.072)
C (0.469, 3.918, -4.371)
H (0.621, -4.964, 9.036)
F (0.228, 0.326, 0.694)
H (2.915, 2.441, -0.897)
C (1.968, 2.879, -1.199)
C (-1.399, -4.251, 4.349)
H (0.354, 2.489, 0.133)
H (-0.448, -5.567, 3.023)
H (-3.417, -2.500, -2.456)
H (0.498, -5.086, 4.464)
N (-5.204, -0.009, -3.146)
N (-2.340, -3.862, 4.883)
H (1.899, 3.855, -0.701)
C (1.276, -4.624, 7.078)
F (2.089, -1.878, -2.820)
H (1.097, -3.292, 8.682)
F (3.318, 3.538, -4.632)

The max |F| is 0.0118 hartree/bohr. The total charge is 0. For the HOMO energy, the calculation gives -0.346 hartree. As for the gap between HOMO and LUMO: 9.6 eV. The structure (SMILES) is CCNN(CCC(F)(F)C(F)(F)S(F)(F)(F)(F)F)S(=O)(=O)F.CC#N.CC#N.CC#N.CC#N.

---

The following is a quantum chemistry calculation of a 4-piece molecular cluster, C14H22F6O6 overall, from the Open Molecules 2025 dataset.

Positions of all 48 atoms, in Å:
O (-6.614, 0.527, -2.605)
C (0.736, -2.714, -1.944)
C (-1.561, -0.447, 0.365)
C (4.137, 1.117, 1.465)
F (-3.116, -2.148, 0.982)
O (3.169, 0.254, 2.066)
F (-1.023, -2.691, 0.894)
F (1.846, -0.440, 4.916)
F (-1.745, -1.443, 2.504)
C (2.312, -0.616, -2.112)
F (1.492, -1.458, 3.008)
H (-4.688, 1.864, -3.384)
C (0.460, 1.683, -0.664)
O (2.282, 1.936, 3.240)
H (5.513, -0.467, 1.460)
C (-5.612, 0.090, -0.507)
C (1.469, -0.287, 3.635)
C (1.881, -1.876, -1.441)
H (4.702, -0.304, -0.165)
C (2.369, 0.772, 2.966)
C (5.119, 0.210, 0.703)
H (-0.279, -2.388, -1.735)
C (-0.537, 1.728, 0.484)
O (-1.928, -0.356, -0.765)
H (4.718, 1.539, 2.281)
H (0.088, 1.029, -1.449)
O (2.425, -2.193, -0.397)
H (5.946, 0.722, 0.205)
H (-0.165, 2.334, 1.308)
C (-4.456, 1.386, -2.436)
H (2.796, 0.126, -1.485)
O (-0.812, 0.411, 1.008)
C (-5.657, 0.683, -1.871)
C (-1.887, -1.706, 1.192)
H (-3.898, 2.028, -1.752)
F (0.203, 0.136, 3.665)
H (0.901, -2.758, -3.027)
H (-1.470, 2.215, 0.200)
H (1.430, 1.319, -0.339)
H (-3.698, 0.647, -2.723)
H (3.162, -0.807, -2.783)
H (0.513, 2.702, -1.052)
H (3.762, 1.812, 0.717)
H (0.905, -3.684, -1.481)
H (1.530, -0.257, -2.782)
H (-4.640, -0.353, -0.265)
H (-6.269, -0.759, -0.322)
H (-5.810, 0.881, 0.220)

The max |F| is 0.0480 hartree/bohr. As for the energy above the lowest of the compared OMol25 structures with the same formula, charge and spin: 0.00 kcal per mole. The total charge is 0. For the HOMO energy, the calculation gives -0.351 hartree. As for the gap between HOMO and LUMO: 10.0 eV. The structure (SMILES) is CCOC(=O)C(F)(F)F.CCOC(=O)C(F)(F)F.CC(C)=O.CC(C)=O.

---

The following is a quantum chemistry calculation of C14H22FNO as an isolated structure, from the Open Molecules 2025 dataset.

Positions of all 39 atoms, in Å:
C (3.255, -1.208, -1.071)
C (-3.829, -1.196, -1.678)
C (0.161, 2.320, -0.288)
C (-2.167, 1.320, -0.822)
O (1.647, 1.024, 1.232)
H (-4.493, -0.511, -2.049)
H (3.805, -0.903, -2.339)
H (3.415, -3.226, -0.820)
C (-1.009, 1.522, 0.330)
H (-2.434, 2.272, -1.297)
C (3.213, -2.268, -0.596)
H (-1.761, 0.723, -1.510)
H (0.064, 3.261, -0.779)
F (3.142, 1.190, -1.235)
H (-5.690, -0.259, 0.013)
H (1.342, -1.191, 2.367)
H (2.260, 2.521, 0.134)
C (2.073, -0.047, 0.784)
H (-1.386, 2.246, 1.147)
C (-4.890, -0.655, 0.683)
H (2.294, -3.253, 1.242)
H (-4.173, -2.326, -1.564)
H (-2.639, -2.525, 0.630)
H (-5.229, -1.884, 0.900)
H (-0.882, 0.610, 0.979)
H (-1.514, -1.430, 0.010)
C (1.246, 2.361, 0.611)
H (-4.843, -0.500, 1.699)
C (2.859, -0.158, -0.508)
C (1.929, -1.268, 1.174)
C (2.421, -2.375, 0.804)
C (-3.592, -0.837, -0.269)
H (0.548, 1.267, -1.112)
H (1.054, 3.003, 1.571)
H (-2.895, -1.206, -2.100)
H (-2.195, -1.014, 1.570)
H (-3.648, 1.062, 0.919)
N (-3.441, 0.693, -0.108)
C (-2.458, -1.466, 0.666)

The max |F| is 0.3880 hartree/bohr. As for the energy above the lowest of the compared OMol25 structures with the same formula, charge and spin: 308.58 kcal per mole. The total charge is 0. For the HOMO energy, the calculation gives -0.298 hartree. As for the gap between HOMO and LUMO: 8.9 eV.

---

The following is a quantum chemistry calculation of C14H22IrN2O8P2SSe4 as an isolated structure, from the Open Molecules 2025 dataset.

Positions of all 54 atoms, in Å:
H (-1.930, -4.204, 4.326)
O (1.372, -1.031, -2.188)
C (-1.035, -5.115, 2.600)
C (-0.742, 3.426, 2.509)
H (-1.795, 5.153, 1.778)
H (0.655, -3.445, 0.183)
H (-2.014, 3.699, 0.786)
N (-0.874, 1.977, 2.644)
C (-1.931, 4.072, 1.808)
H (0.169, 3.642, 1.955)
H (-1.342, -6.116, 2.876)
O (0.612, 2.777, -4.993)
Ir (1.767, 0.357, -0.648)
H (-1.696, 0.779, -3.614)
O (-1.334, 1.487, -4.174)
C (-0.465, 1.214, 4.969)
H (-2.864, 3.858, 2.335)
P (0.231, 1.618, -3.972)
P (0.652, -1.308, -3.496)
C (0.097, -1.166, 1.449)
H (2.832, -0.537, -4.736)
H (0.111, 2.112, 5.203)
H (0.801, -1.177, -6.378)
H (0.227, 0.433, 4.652)
C (0.079, -3.621, 1.082)
C (-0.289, -2.540, 1.878)
Se (3.117, 1.043, 1.286)
Se (3.379, 1.467, -2.111)
Se (4.109, -0.831, 1.876)
H (-2.209, 2.240, 4.209)
O (-0.950, -1.130, -3.241)
H (-1.343, -2.013, -3.234)
C (-0.303, -4.905, 1.440)
C (-1.005, -2.754, 3.051)
H (0.781, 3.599, -4.517)
H (0.844, 0.564, -6.761)
Se (5.177, 0.275, -1.988)
O (0.635, 1.924, -2.583)
O (0.951, -2.591, -4.157)
S (0.018, 1.757, 0.169)
H (-2.028, 0.571, 3.643)
H (-1.255, -1.910, 3.679)
H (-0.630, 3.837, 3.514)
C (0.463, -0.189, -6.069)
H (-0.029, -5.747, 0.817)
O (1.059, -1.092, 0.641)
O (2.398, 0.323, -4.648)
C (-1.377, -4.039, 3.411)
H (-0.972, 0.888, 5.879)
C (-1.492, 1.487, 3.878)
C (0.980, 0.108, -4.667)
H (-0.626, -0.164, -6.095)
C (-0.442, 1.110, 1.720)
N (-0.545, -0.173, 2.025)

The max |F| is 0.0385 hartree/bohr. As for the energy above the lowest of the compared OMol25 structures with the same formula, charge and spin: 26.87 kcal per mole. The total charge is 0. For the HOMO energy (alpha / beta), the calculation gives -0.283 / -0.289 hartree. As for the gap between HOMO and LUMO (alpha / beta): 5.1 / 5.3 eV. Its multiplicity is 2.